Run 1
The following is a DFT calculation (wB97M-V/def2-TZVPD) of a 3-piece molecular cluster, C3H10NO2 overall.

For the gap between HOMO and LUMO (spin up / spin down), the calculation gives 6.91 / 9.32 eV. The spin multiplicity is 2. The HOMO energy (spin up / spin down) comes out at -6.12 / -8.55 eV.

Last columns: bonded neighbours and bond lengths (Å).
Cartesian coordinates (Å):
1 C -2.6825 0.3700 1.2358  C2 1.335, N4 1.399, H5 1.102
2 C -2.3069 -0.5327 2.1443  C1 1.335, H6 1.085, H7 1.094
3 C -0.8110 0.1896 -0.3491  N4 1.349, H8 1.086, H9 1.095
4 N -2.0305 0.6297 0.0251  C1 1.399, C3 1.349, H10 1.007
5 H -3.7028 0.7874 1.2267  C1 1.102
6 H -1.3076 -0.9412 2.2535  C2 1.085
7 H -2.9411 -0.4415 3.0311  C2 1.094
8 H -0.6747 0.0279 -1.4145  C3 1.086
9 H -0.1028 -0.1193 0.4270  C3 1.095
10 H -2.6448 1.1389 -0.5887  N4 1.007
11 H 3.3162 0.1732 -4.7583  O13 0.967
12 H 4.7580 0.4569 -4.3347  O13 0.958
13 O 3.9691 -0.0195 -4.0711  H11 0.967, H12 0.958
14 H 2.5607 -1.1502 2.1593  O16 0.963
15 H 2.6378 0.0347 1.3749  O16 0.966
16 O 1.9629 -0.6039 1.6387  H14 0.963, H15 0.966


Run 2
The following is a DFT calculation (wB97M-V/def2-TZVPD) of a 2-piece molecular cluster, C3H10NO2 overall.

For the gap between HOMO and LUMO (spin up / spin down), the calculation gives 3.01 / 8.06 eV. The spin multiplicity is 2. The HOMO energy (spin up / spin down) comes out at -2.90 / -8.01 eV.

Last columns: bonded neighbours and bond lengths (Å).
Cartesian coordinates (Å):
1 O 0.6314 0.6698 0.6369  C2 1.280
2 C 1.0968 1.1907 1.7096  O1 1.280, O3 1.353, H4 1.108
3 O 1.0737 2.5316 1.8902  C2 1.353, H5 1.000
4 H 1.4001 0.6224 2.6111  C2 1.108
5 H 1.3717 2.9534 1.0343  O3 1.000
6 C -0.2867 -2.4601 -0.9912  N7 1.402, H9 1.233, H10 1.064, H11 1.069
7 N -0.8446 -1.1890 -0.7953  C6 1.402, C8 1.578, H12 1.115, H13 1.023
8 C -1.4519 -0.4333 -2.0399  N7 1.578, H14 1.096, H15 1.150, H16 1.131
9 H -0.0192 -3.1648 -0.0159  C6 1.233
10 H -0.9061 -2.8201 -1.7781  C6 1.064
11 H 0.6766 -2.3200 -1.4341  C6 1.069
12 H -0.1132 -0.4256 -0.4423  N7 1.115
13 H -1.5791 -1.3407 -0.1002  N7 1.023
14 H -0.6167 -0.2900 -2.7346  C8 1.096
15 H -1.6352 0.5946 -1.5570  C8 1.150
16 H -2.4562 -0.8808 -2.3050  C8 1.131


Run 3
The following is a DFT calculation (wB97M-V/def2-TZVPD) of a 3-piece molecular cluster, C3H10NO2 overall.

For the gap between HOMO and LUMO (spin up / spin down), the calculation gives 6.46 / 8.84 eV. The spin multiplicity is 2. The HOMO energy (spin up / spin down) comes out at -5.87 / -8.30 eV.

Last columns: bonded neighbours and bond lengths (Å).
Cartesian coordinates (Å):
1 C 1.7532 -0.6068 0.7474  C2 1.360, N4 1.384, H5 1.084
2 C 0.6065 -0.9407 1.3972  C1 1.360, H6 1.083, H7 1.088
3 C 0.7929 -0.5545 -1.5271  N4 1.360, H8 1.075, H9 1.078
4 N 1.7685 -0.3279 -0.6077  C1 1.384, C3 1.360, H10 1.010
5 H 2.6391 -0.3270 1.3049  C1 1.084
6 H -0.3762 -0.9233 0.9434  C2 1.083
7 H 0.7160 -1.4960 2.3267  C2 1.088
8 H 0.7138 0.1985 -2.2900  C3 1.075
9 H 0.2411 -1.4796 -1.4984  C3 1.078
10 H 2.2653 0.5271 -0.8130  N4 1.010
11 H -3.2352 -0.6139 -0.1584  O13 0.958
12 H -3.2518 0.6966 0.4051  O13 0.955
13 O -2.7660 -0.1185 0.5146  H11 0.958, H12 0.955
14 H -0.8816 1.6240 0.4058  O16 0.961
15 H -0.5198 2.6367 -0.6937  O16 0.962
16 O -0.4658 1.7054 -0.4569  H14 0.961, H15 0.962


Bottom line: run 1, by a margin of 16.6 kJ/mol.


Run 1
The following is a DFT calculation (wB97M-V/def2-TZVPD) of one molecule with the formula C6H7N3O4.

For the gap between HOMO and LUMO (spin up / spin down), the calculation gives 8.47 / 8.46 eV. The spin multiplicity is 1. The HOMO energy (spin up / spin down) comes out at -8.98 / -8.98 eV.

Last columns: bonded neighbours and bond lengths (Å).
Cartesian coordinates (Å):
1 C 2.2439 -0.6877 0.5288  C2 1.483, H14 1.149, H15 1.156, H16 1.149
2 C 0.9271 -0.1805 0.0737  C1 1.483, C3 1.348, N11 1.494
3 C 0.1047 -0.9612 -0.6554  C2 1.348, C4 1.575, H17 1.138
4 C -1.2119 -0.3514 -1.2681  C3 1.575, N5 1.448, O10 1.485, H18 1.102
5 N -1.2287 1.0695 -1.5437  C4 1.448, C6 1.279
6 C -1.9904 1.8277 -0.8501  N5 1.279, C7 1.403, H19 1.024
7 C -2.8081 1.3432 0.1819  C6 1.403, N8 1.293, H20 1.064
8 N -2.7341 0.1207 0.5954  C7 1.293, O9 1.198, O10 1.424
9 O -3.3888 -0.4298 1.4343  N8 1.198
10 O -2.2413 -0.8517 -0.3214  C4 1.485, N8 1.424
11 N 0.5095 1.1805 0.5273  C2 1.494, O12 1.214, O13 1.177
12 O 1.1001 2.1562 0.1105  N11 1.214
13 O -0.3767 1.1802 1.3012  N11 1.177
14 H 2.3096 -0.6041 1.6724  C1 1.149
15 H 2.9464 0.0998 0.0575  C1 1.156
16 H 2.6373 -1.7240 0.2271  C1 1.149
17 H 0.5622 -1.8637 -1.1772  C3 1.138
18 H -1.4948 -0.9009 -2.1801  C4 1.102
19 H -1.9426 2.8100 -1.1370  C6 1.024
20 H -3.4019 2.0793 0.6696  C7 1.064


Run 2
The following is a DFT calculation (wB97M-V/def2-TZVPD) of a 2-piece molecular cluster, C6H7N3O4 overall.

For the gap between HOMO and LUMO (spin up / spin down), the calculation gives 5.14 / 5.14 eV. The spin multiplicity is 1. The HOMO energy (spin up / spin down) comes out at -8.02 / -8.02 eV.

Last columns: bonded neighbours and bond lengths (Å).
Cartesian coordinates (Å):
1 C 1.4141 1.1137 0.1522  C2 1.390, N7 1.343, H14 1.072
2 C 1.7141 2.4184 -0.2232  C1 1.390, N8 1.338, H15 1.071
3 C 0.1393 -2.3716 -0.7474  C5 1.482, O11 1.191, O13 1.414
4 C -0.2244 2.4066 0.6470  N7 1.369, N8 1.320, N9 1.400
5 C -0.6527 -2.6890 -1.9593  C3 1.482, H16 1.090, H17 1.087, H18 1.086
6 C -0.2551 -1.5150 1.4015  O13 1.291, H19 1.078, H20 1.082
7 N 0.1889 1.1021 0.7028  C1 1.343, C4 1.369
8 N 0.6759 3.2001 0.0971  C2 1.338, C4 1.320
9 N -1.4736 2.7726 1.1632  C4 1.400, O10 1.215, O12 1.224
10 O -1.8074 3.9398 1.1251  N9 1.215
11 O 1.3138 -2.4312 -0.5608  C3 1.191
12 O -2.1585 1.8707 1.6277  N9 1.224
13 O -0.7311 -1.9300 0.2757  C3 1.414, C6 1.291
14 H 1.9969 0.2196 0.0533  C1 1.072
15 H 2.5922 2.8210 -0.6862  C2 1.071
16 H -0.9364 -1.7548 -2.4440  C5 1.090
17 H -1.5667 -3.2067 -1.6808  C5 1.087
18 H -0.0629 -3.2825 -2.6509  C5 1.086
19 H -0.9745 -1.1335 2.1074  C6 1.078
20 H 0.8081 -1.5503 1.5997  C6 1.082


Bottom line: run 2, by a margin of 245.3 kJ/mol.


Run 1
The following is a DFT calculation (wB97M-V/def2-TZVPD) of a 2-piece molecular cluster, C3H5N2O overall.

As for the total charge: +1. For the gap between HOMO and LUMO (spin up / spin down), the calculation gives 7.49 / 7.49 eV. The spin multiplicity is 1. The HOMO energy (spin up / spin down) comes out at -13.62 / -13.62 eV.

Last columns: bonded neighbours and bond lengths (Å).
Cartesian coordinates (Å):
1 C -0.4254 -1.2800 0.0389  N4 1.207
2 C 1.9295 -0.2425 0.1746  C3 1.463, N4 1.461, H7 1.087, H8 1.087
3 C 0.9917 0.8698 0.0210  C2 1.463, N4 1.458, H9 1.086, H10 1.086
4 N 0.4959 -0.5008 0.0636  C1 1.207, C2 1.461, C3 1.458
5 N -2.7518 -0.2208 -0.1709  O6 1.187, H11 1.050
6 O -3.5112 0.6384 0.1368  N5 1.187
7 H 2.5128 -0.5869 -0.6749  C2 1.087
8 H 2.3498 -0.4661 1.1513  C2 1.087
9 H 0.7103 1.4740 0.8780  C3 1.086
10 H 0.8710 1.3549 -0.9434  C3 1.086
11 H -3.1726 -1.0400 -0.6749  N5 1.050


Run 2
The following is a DFT calculation (wB97M-V/def2-TZVPD) of an isolated ion of composition C3H5N2O and charge +1.

As for the total charge: +1. For the gap between HOMO and LUMO, the calculation gives 9.65 eV. The spin multiplicity is 1. The HOMO energy comes out at -15.30 eV.

Last columns: bonded neighbours and bond lengths (Å).
Cartesian coordinates (Å):
1 C 1.5998 -0.8069 1.1785  N2 1.266, H7 1.001, H8 1.024
2 N 0.4384 -0.7299 0.6805  C1 1.266, C3 1.320
3 C -0.4131 -1.0035 -0.2908  N2 1.320, O4 1.159, N5 1.624
4 O -0.9680 -1.9568 -0.6458  C3 1.159
5 N -1.1287 0.3538 -0.8216  C3 1.624, C6 1.270, H9 0.963
6 C -0.6268 1.5049 -0.6339  N5 1.270, H10 1.071, H11 1.042
7 H 1.7639 -0.3545 2.0568  C1 1.001
8 H 2.3406 -1.3037 0.6758  C1 1.024
9 H -2.0598 0.2357 -1.0368  N5 0.963
10 H -1.3246 2.3171 -0.6636  C6 1.071
11 H 0.3783 1.7437 -0.4992  C6 1.042


Run 3
The following is a DFT calculation (wB97M-V/def2-TZVPD) of an isolated ion of composition C3H5N2O and charge +1.

As for the total charge: +1. For the gap between HOMO and LUMO (spin up / spin down), the calculation gives 9.56 / 9.56 eV. The spin multiplicity is 1. The HOMO energy (spin up / spin down) comes out at -15.25 / -15.25 eV.

Last columns: bonded neighbours and bond lengths (Å).
Cartesian coordinates (Å):
1 O -3.0837 -0.1136 -0.3866  N2 1.208
2 N -2.1629 -0.0457 0.3922  O1 1.208, C3 1.283, H7 1.130
3 C -1.0114 0.5187 0.3701  N2 1.283, N4 1.246
4 N 0.1773 0.2378 0.1243  C3 1.246, C5 1.445, C6 1.388
5 C 1.0974 -0.7404 -0.4088  N4 1.445, C6 1.527, H8 1.060, H9 1.071
6 C 1.4574 0.7152 -0.1185  N4 1.388, C5 1.527, H10 1.012, H11 0.994
7 H -2.4823 -0.2170 1.4630  N2 1.130
8 H 0.8118 -0.8721 -1.4213  C5 1.060
9 H 1.5084 -1.6385 0.0047  C5 1.071
10 H 1.9434 0.7638 0.7682  C6 1.012
11 H 1.7447 1.3918 -0.7873  C6 0.994


Run 4
The following is a DFT calculation (wB97M-V/def2-TZVPD) of an isolated ion of composition C3H5N2O and charge +1.

As for the total charge: +1. For the gap between HOMO and LUMO, the calculation gives 11.35 eV. The spin multiplicity is 1. The HOMO energy comes out at -17.19 eV.

Last columns: bonded neighbours and bond lengths (Å).
Cartesian coordinates (Å):
1 C -0.8895 0.8984 0.0120  N2 1.419, H7 1.092, H8 1.160, H9 1.059
2 N 0.4240 0.3618 -0.0181  C1 1.419, C3 1.327, O6 1.332
3 C 0.8547 -0.8930 -0.0008  N2 1.327, C4 1.418, H10 1.065
4 C 2.2683 -0.7826 -0.0309  C3 1.418, N5 1.307, H11 1.112
5 N 2.5737 0.4876 0.0207  C4 1.307, O6 1.355
6 O 1.4374 1.2256 0.0069  N2 1.332, N5 1.355
7 H -1.4795 1.1866 0.8846  C1 1.092
8 H -0.7330 1.8951 -0.5595  C1 1.160
9 H -1.3944 0.2147 -0.6195  C1 1.059
10 H 0.0806 -1.5651 0.2861  C3 1.065
11 H 3.0433 -1.5561 -0.2229  C4 1.112


Bottom line: run 2, by a margin of 122.2 kJ/mol.